Record 1
# C2H3O2Sc

C2H3O2Sc as an isolated structure in a non-equilibrium geometry (the ωB97M-V functional and the def2-TZVPD basis, the Open Molecules 2025 dataset).

Atoms and positions in Å:
O  -0.100  -0.619  0.049
C  0.213  -2.802  -0.460
C  0.761  -1.555  -0.259
H  -0.853  -2.909  -0.660
H  0.864  -3.674  -0.466
H  1.817  -1.332  -0.096
Sc  -0.751  2.215  0.328
O  0.484  0.580  0.220

Computed properties:
- charge = +3
- ΔE to the lowest compared entry with this formula, charge and spin (eV) = 2.8292
- multiplicity = 2
- LUMO level (alpha / beta) (hartree) = -0.6655 / -0.6364

=====

Record 2
# C2H3F2N

A 2-piece molecular cluster, C2H3F2N overall in a non-equilibrium geometry (the ωB97M-V functional and the def2-TZVPD basis, the Open Molecules 2025 dataset).

Atoms and positions in Å:
C  0.174  -0.274  -0.521
C  0.076  0.909  0.296
N  -0.922  -0.737  -1.041
F  -1.068  1.332  0.679
F  1.190  1.626  0.593
H  1.242  -0.821  -0.543
H  0.134  -0.417  2.195
H  -0.826  -1.619  -1.658

Computed properties:
- charge = 0
- ΔE to the lowest compared entry with this formula, charge and spin (eV) = 4.1909
- LUMO level (alpha / beta) (hartree) = -0.0319 / -0.0201

=====

Record 3
# C20H27N3O7S2

An isolated molecule of C20H27N3O7S2 in a non-equilibrium geometry (the ωB97M-V functional and the def2-TZVPD basis, the Open Molecules 2025 dataset).

Atoms and positions in Å:
C  0.795  2.830  -2.361
C  1.296  1.534  -1.741
H  1.617  1.686  -0.709
H  2.120  1.122  -2.334
O  0.238  0.568  -1.689
C  0.197  -0.367  -2.628
O  1.018  -0.509  -3.497
C  -1.037  -1.243  -2.470
C  -2.242  -0.376  -2.622
C  -2.814  -0.006  -3.799
S  -4.117  1.092  -3.530
C  -3.769  0.969  -1.802
N  -2.800  0.181  -1.514
N  -4.522  1.687  -0.918
C  -4.417  1.734  0.458
O  -5.263  2.311  1.099
C  -3.234  1.062  1.067
C  -1.943  1.527  0.829
C  -0.869  0.942  1.474
C  -1.098  -0.106  2.346
C  -2.371  -0.580  2.591
C  -3.448  0.013  1.954
H  -4.454  -0.329  2.143
H  -2.499  -1.398  3.282
S  0.274  -0.791  3.266
O  0.784  0.224  4.146
O  -0.135  -2.035  3.856
N  1.419  -1.046  2.060
C  2.788  -0.718  2.393
H  3.425  -1.610  2.372
H  2.784  -0.320  3.410
C  3.366  0.342  1.439
O  2.583  1.503  1.327
C  2.577  2.331  2.476
H  2.084  3.254  2.177
H  2.026  1.875  3.302
H  3.601  2.554  2.795
H  3.426  -0.056  0.424
H  4.381  0.599  1.782
C  1.158  -2.269  1.339
C  1.771  -2.278  -0.061
O  1.150  -3.304  -0.799
C  1.793  -3.581  -2.022
H  1.224  -4.379  -2.492
H  1.810  -2.705  -2.678
H  2.824  -3.919  -1.856
H  1.606  -1.304  -0.541
H  2.855  -2.459  -0.007
H  0.074  -2.349  1.237
H  1.506  -3.147  1.899
H  0.141  1.282  1.312
H  -1.784  2.349  0.149
H  -5.319  2.185  -1.299
H  -2.554  -0.307  -4.793
H  -1.033  -1.683  -1.472
H  -1.009  -2.023  -3.230
H  1.591  3.568  -2.351
H  -0.052  3.213  -1.798
H  0.485  2.661  -3.390

Computed properties:
- charge = 0
- ΔE to the lowest compared entry with this formula, charge and spin (eV) = 0.0000
- structure (SMILES) = CCOC(=O)Cc1csc(NC(=O)c2ccc(S(=O)(=O)N(CCOC)CCOC)cc2)n1
- LUMO level (hartree) = 0.0109